# 1
Molecular formula: C52H55BGeN3O4Tl
Method: DFT, ωB97M-V/def2-TZVPD

Output
Max |F|, hartree/bohr: 0.030
Lowest unoccupied orbital energy (spin up / spin down), Eh: 0.1446 / 0.1446
Total charge: -2
Molecular weight, g mol⁻¹: 1073.8

```
117
C52H55BGeN3O4Tl ωB97M-V/def2-TZVPD
Tl 0.74 -0.03 0.20
O -1.20 -4.22 0.80
C -0.88 -2.87 0.82
O -0.59 -2.32 -0.27
C -0.87 -2.25 2.08
C -1.08 -2.92 3.32
C -1.03 -2.19 4.48
C -0.76 -0.81 4.42
C -0.52 -0.22 3.19
N -0.57 -0.91 2.06
C -0.22 1.28 3.05
O -0.36 1.98 4.06
O 0.12 1.67 1.90
H -1.08 -4.49 -0.12
H -1.26 -3.98 3.31
H -1.18 -2.69 5.43
H -0.73 -0.20 5.31
C 2.74 -0.58 1.08
Ge 4.22 -1.02 -0.04
C 4.51 -3.03 -0.14
C 3.97 -3.81 0.89
C 4.03 -5.19 0.86
C 4.61 -5.84 -0.22
C 5.12 -5.09 -1.27
C 5.08 -3.70 -1.22
C 5.07 -0.43 -1.81
C 4.34 0.32 -2.74
C 4.89 0.69 -3.96
C 6.17 0.29 -4.30
C 6.92 -0.44 -3.38
C 6.38 -0.77 -2.15
C 5.76 -0.50 1.15
C 6.36 0.75 1.05
C 7.30 1.19 1.97
C 7.67 0.36 3.02
C 7.11 -0.90 3.13
C 6.17 -1.32 2.20
H 3.48 -3.30 1.71
H 3.61 -5.77 1.67
H 4.65 -6.92 -0.26
H 5.56 -5.59 -2.13
H 5.49 -3.14 -2.05
H 3.33 0.61 -2.49
H 4.31 1.28 -4.66
H 6.58 0.54 -5.27
H 7.92 -0.77 -3.64
H 6.99 -1.30 -1.43
H 6.08 1.41 0.23
H 7.74 2.17 1.88
H 8.39 0.71 3.76
H 7.42 -1.56 3.93
H 5.72 -2.30 2.30
C -3.08 4.30 -1.39
C -1.83 4.30 -2.28
C -1.99 5.31 -3.42
C -0.58 4.57 -1.47
C -0.47 5.74 -0.73
C 0.65 6.01 0.03
C 1.69 5.09 0.05
C 1.62 3.91 -0.66
C 2.77 2.92 -0.60
C 3.29 2.74 0.82
C 3.89 3.37 -1.56
C 0.48 3.66 -1.44
N 0.40 2.49 -2.26
B 0.01 1.14 -1.94
N -0.17 0.54 -3.25
C 0.14 1.49 -4.23
C 0.49 2.64 -3.64
C -0.77 -0.67 -3.68
C -0.06 -1.88 -3.76
C -0.69 -3.00 -4.28
C -2.00 -2.95 -4.72
C -2.71 -1.76 -4.62
C -2.11 -0.62 -4.09
C -2.93 0.65 -3.96
C -4.10 0.43 -3.00
C -3.43 1.14 -5.32
C 1.39 -1.99 -3.36
C 2.27 -2.06 -4.61
C 1.64 -3.19 -2.45
H -3.96 4.04 -1.99
H -3.26 5.28 -0.94
H -2.98 3.57 -0.59
H -1.75 3.31 -2.71
H -2.13 6.32 -3.03
H -2.85 5.06 -4.04
H -1.09 5.32 -4.05
H -1.29 6.46 -0.75
H 0.71 6.92 0.61
H 2.57 5.31 0.64
H 2.41 1.95 -0.94
H 3.92 3.58 1.14
H 3.88 1.83 0.88
H 2.46 2.64 1.52
H 4.17 4.40 -1.36
H 3.55 3.30 -2.60
H 4.77 2.73 -1.44
H 0.11 1.24 -5.28
H 0.81 3.57 -4.09
H -0.15 -3.93 -4.36
H -2.47 -3.83 -5.14
H -3.74 -1.72 -4.95
H -2.30 1.43 -3.54
H -4.77 -0.35 -3.36
H -4.67 1.35 -2.87
H -3.72 0.12 -2.02
H -4.13 0.43 -5.77
H -2.59 1.27 -6.01
H -3.93 2.10 -5.21
H 1.66 -1.10 -2.79
H 1.93 -2.88 -5.26
H 3.31 -2.23 -4.34
H 2.21 -1.13 -5.18
H 1.52 -4.14 -2.98
H 0.96 -3.15 -1.60
H 2.66 -3.15 -2.06
```

Löwdin atomic charge list, values in e, 2 entries: number 1, Tl, carries 0.873; number 2, O, carries 0.041

# 2
Molecular formula: C52H55BaGeN2O2PSSi
Method: DFT, ωB97M-V/def2-TZVPD

Output
⟨S²⟩: 0.7541
Max |F|, hartree/bohr: 0.016
Lowest unoccupied orbital energy (spin up / spin down), Eh: -0.0757 / -0.1314
Relative energy (zero: lowest compared OMol25 entry of this formula, charge and spin), kcal/mol: 7.0
Total charge: +1
2S+1: 2
Molecular weight, g mol⁻¹: 1041.1

```
116
C52H55BaGeN2O2PSSi ωB97M-V/def2-TZVPD
Ba -0.20 1.06 0.02
N -2.67 -0.46 2.49
P -1.34 0.46 3.10
C -1.09 -0.26 4.75
C -0.05 -1.18 4.89
C 0.15 -1.82 6.10
C -0.68 -1.53 7.18
C -1.71 -0.61 7.05
C -1.91 0.03 5.84
C -2.18 2.03 3.50
C -1.40 3.01 4.12
C -1.95 4.23 4.45
C -3.28 4.49 4.17
C -4.06 3.53 3.55
C -3.51 2.30 3.20
C -2.46 -1.52 1.60
C -3.23 -2.68 1.68
C -2.97 -3.71 0.80
C -1.93 -3.57 -0.12
C -1.24 -2.38 -0.13
N -1.50 -1.36 0.69
H -3.41 -0.65 3.15
H 0.60 -1.39 4.05
H 0.96 -2.53 6.21
H -0.51 -2.03 8.13
H -2.34 -0.39 7.89
H -2.71 0.75 5.74
H -0.37 2.79 4.35
H -1.34 4.98 4.94
H -3.72 5.44 4.44
H -5.10 3.72 3.34
H -4.12 1.56 2.71
H -4.00 -2.78 2.44
H -3.55 -4.62 0.85
H -1.68 -4.36 -0.81
H -0.42 -2.23 -0.83
C -1.45 5.66 0.60
S -2.11 4.42 -0.51
C -3.84 4.65 -0.15
O -1.73 3.10 0.12
H -1.81 6.64 0.30
H -0.37 5.63 0.53
H -1.78 5.41 1.61
H -4.14 5.63 -0.48
H -3.99 4.52 0.92
H -4.39 3.89 -0.70
C 1.97 -2.67 1.82
C 3.27 -1.87 1.72
C 3.33 -0.95 2.94
C 4.47 -2.82 1.77
Si 3.25 -0.76 0.17
O 1.85 0.02 0.11
C 4.69 0.45 0.31
C 6.01 0.09 0.07
C 7.05 0.99 0.25
C 6.78 2.28 0.66
C 5.47 2.67 0.90
C 4.44 1.76 0.72
C 3.58 -1.74 -1.42
C 4.16 -1.07 -2.51
C 4.39 -1.71 -3.71
C 4.07 -3.05 -3.86
C 3.51 -3.74 -2.80
C 3.26 -3.08 -1.60
H 1.93 -3.21 2.78
H 1.87 -3.42 1.04
H 1.10 -2.01 1.77
H 3.24 -1.53 3.86
H 2.51 -0.22 2.93
H 4.26 -0.39 2.99
H 4.47 -3.39 2.70
H 5.41 -2.26 1.73
H 4.47 -3.53 0.95
H 6.24 -0.92 -0.27
H 8.07 0.68 0.06
H 7.59 2.98 0.80
H 5.26 3.68 1.22
H 3.42 2.07 0.91
H 4.45 -0.04 -2.40
H 4.85 -1.17 -4.53
H 4.28 -3.56 -4.79
H 3.27 -4.79 -2.90
H 2.81 -3.64 -0.80
C 1.38 1.14 -3.58
Ge -0.49 0.66 -3.24
C -1.66 1.92 -4.18
C -1.27 2.40 -5.43
C -2.05 3.32 -6.10
C -3.23 3.79 -5.53
C -3.61 3.33 -4.28
C -2.83 2.41 -3.61
C -0.75 -1.24 -3.53
C 0.36 -1.99 -3.88
C 0.24 -3.37 -4.14
C -0.97 -3.99 -4.03
C -2.12 -3.27 -3.63
C -3.36 -3.92 -3.45
C -4.45 -3.23 -3.01
C -4.35 -1.85 -2.74
C -3.17 -1.20 -2.93
C -2.01 -1.89 -3.37
H 1.66 0.90 -4.60
H 2.03 0.59 -2.90
H 1.51 2.21 -3.42
H -0.36 2.04 -5.89
H -1.75 3.68 -7.07
H -3.84 4.51 -6.06
H -4.53 3.69 -3.83
H -3.15 2.06 -2.63
H 1.33 -1.53 -3.97
H 1.12 -3.92 -4.44
H -1.06 -5.05 -4.24
H -3.43 -4.98 -3.66
H -5.40 -3.74 -2.87
H -5.22 -1.31 -2.40
H -3.10 -0.13 -2.74
```

Löwdin atomic charge list, values in e, 2 entries: number 1, Ba, carries 1.691; number 2, N, carries -0.129

Question: Number 1 is which compound?
Answer: C52H55BGeN3O4Tl